13
Properties=species:S:1:pos:R:3:forces:R:3:mulliken_charge:R:1 method="wB97M-V/def2-TZVPD" e_above_lowest_kcal_mol=42.93 total_energy_ha=-269.52647 gap_ev=10.75 smiles="C=O.CCO"
C 0.3379 -2.1062 -0.2962 -0.7351 0.0793 -1.0721 -0.07
O -0.6816 -2.3343 -0.9051 -0.0580 -0.2577 0.3874 -0.41
H 0.9193 -1.2509 -0.6595 0.6170 -0.1387 0.6436 0.23
H 0.6360 -2.7429 0.5512 0.2105 0.1533 0.0875 0.26
C -1.0233 1.4605 0.9068 0.6943 0.2603 0.6103 -0.94
C 0.4860 1.6010 0.6646 -0.4301 0.4562 -1.5857 -0.23
O 0.9190 0.9618 -0.5591 0.2228 0.0297 0.7550 -0.54
H -1.4428 0.6001 0.3919 -0.0041 -0.2972 0.2868 0.29
H -1.0993 1.3908 1.9971 -0.6397 -0.2541 -0.2109 0.29
H -1.5815 2.3393 0.5939 0.0520 0.0807 -0.1161 0.31
H 1.0586 1.1554 1.4677 0.1948 0.1422 0.1130 0.28
H 0.6975 2.6681 0.5009 0.2987 -0.2109 0.7276 0.25
H 0.1479 0.9298 -1.1120 -0.4231 -0.0431 -0.6265 0.29